Density functional theory data (wB97M-V/def2-TZVPD) for an isolated ion of composition C6H9ClNO and charge +1 in a non-equilibrium geometry.

The geometry in XYZ format:
```
18
Properties=species:S:1:pos:R:3
N 1.05 -1.64 -0.29
C -0.04 -0.72 0.13
C -1.07 -0.35 -0.87
C -1.52 0.89 -0.91
C -0.99 2.00 -0.02
C -0.03 1.77 0.85
C 0.71 0.48 0.74
O 1.59 0.05 1.56
Cl 1.91 0.86 -1.06
H 1.61 -1.78 0.52
H 1.50 -1.27 -1.18
H 0.50 -2.46 -0.55
H -0.56 -1.21 0.89
H -1.71 -1.12 -1.50
H -2.31 1.22 -1.58
H -1.36 3.00 0.12
H 0.29 2.67 1.55
H 2.13 0.81 1.85
```

Results
SMILES string: [NH3+][C@@H]1C=CC=C[C@]1(O)Cl
ΔE to the lowest compared entry with this formula, charge and spin in kJ/mol: 88.8
Highest occupied orbital energy in eV: -13.4
HOMO-LUMO gap in eV: 8.94
Energy in a.u.: -823.8906
Charge: +1
Max |F| in Eh/bohr: 0.0788

***

Density functional theory data (wB97M-V/def2-TZVPD) for a 2-piece molecular cluster, C6H9ClO overall in a non-equilibrium geometry.

The geometry in XYZ format:
```
17
Properties=species:S:1:pos:R:3
C 0.33 -0.57 0.12
C -0.93 -0.84 0.28
C 1.05 1.67 -1.36
C 1.56 -1.11 0.73
C -1.55 -1.83 1.19
C -0.07 2.62 -1.45
O 2.23 1.60 -1.46
Cl -2.09 0.07 -0.70
H 1.74 -0.61 1.62
H 1.28 -2.15 0.89
H 2.49 -0.84 -0.02
H -1.26 -1.86 2.28
H -2.63 -1.89 1.12
H -1.20 -2.81 0.89
H 0.30 3.61 -1.01
H -0.74 2.27 -0.72
H -0.52 2.65 -2.40
```

Results
ΔE to the lowest compared entry with this formula, charge and spin in kJ/mol: 451.4
Highest occupied orbital energy (spin up / spin down) in eV: -7.4 / -8.2
HOMO-LUMO gap (spin up / spin down) in eV: 7.48 / 8.68
Energy in a.u.: -769.2726
Charge: 0
Max |F| in Eh/bohr: 0.0763

***

Density functional theory data (wB97M-V/def2-TZVPD) for one molecule with the formula C6H9ClO in a non-equilibrium geometry.

The geometry in XYZ format:
```
17
Properties=species:S:1:pos:R:3
O 1.78 -0.23 -0.49
C 0.53 -0.21 0.33
C 0.76 -0.62 1.81
Cl -0.63 -0.19 2.73
C 0.05 1.21 -0.06
C -0.82 1.15 -1.29
C -1.10 -0.18 -1.44
C -0.55 -1.08 -0.46
H 1.29 0.24 -1.29
H 0.79 -1.72 1.84
H 1.75 -0.16 2.35
H 0.90 1.90 -0.07
H -0.29 1.63 0.73
H -1.09 1.94 -1.98
H -1.94 -0.49 -2.19
H -0.03 -1.96 -0.72
H -1.40 -1.26 0.20
```

Results
SMILES string: OC1(CCl)CC=CC1
ΔE to the lowest compared entry with this formula, charge and spin in kJ/mol: 235.6
Highest occupied orbital energy in eV: -9.3
HOMO-LUMO gap in eV: 10.19
Energy in a.u.: -769.3547
Charge: 0
Max |F| in Eh/bohr: 0.1362

***

Density functional theory data (wB97M-V/def2-TZVPD) for one molecule with the formula C6H9ClO3S in a non-equilibrium geometry.

The geometry in XYZ format:
```
20
Properties=species:S:1:pos:R:3
C -0.92 1.60 0.43
C -1.10 0.18 0.45
C -0.65 2.17 -0.74
C 0.95 -1.00 -0.08
C -2.49 -0.22 1.10
C 1.26 -2.21 -0.87
O 1.57 1.33 0.93
O 2.40 0.72 -1.38
O -0.34 -0.80 0.13
S 2.02 0.40 -0.05
Cl 3.50 -0.61 0.78
H -1.20 2.13 1.32
H -0.39 3.20 -0.85
H -0.65 1.66 -1.58
H -2.13 -0.59 2.07
H -2.81 -1.05 0.42
H -3.10 0.64 1.10
H 0.49 -2.96 -0.83
H 2.11 -2.75 -0.46
H 1.49 -1.84 -1.87
```

Results
ΔE to the lowest compared entry with this formula, charge and spin in kJ/mol: 326.5
Highest occupied orbital energy (spin up / spin down) in eV: -7.2 / -7.7
HOMO-LUMO gap (spin up / spin down) in eV: 7.12 / 7.93
Energy in a.u.: -1317.9229
Charge: 0
Max |F| in Eh/bohr: 0.0912

***

Density functional theory data (wB97M-V/def2-TZVPD) for one molecule with the formula C6H9ClSi in a non-equilibrium geometry.

The geometry in XYZ format:
```
17
Properties=species:S:1:pos:R:3
C -0.43 -1.42 -1.62
C -0.21 -0.16 -0.91
C -0.91 0.94 -1.22
C -0.56 2.15 -0.50
C 0.52 2.20 0.30
Si 1.23 0.23 0.26
C 1.18 -0.50 2.06
Cl 3.18 0.24 -0.64
H -1.30 -1.55 -2.17
H -0.49 -2.25 -0.93
H 0.32 -1.66 -2.30
H -1.78 0.95 -1.95
H -1.03 3.06 -0.73
H 0.89 2.98 0.86
H 1.36 0.28 2.89
H 0.08 -0.70 2.17
H 1.76 -1.44 2.17
```

Results
SMILES string: CC1=CC=C[Si@]1(C)Cl
ΔE to the lowest compared entry with this formula, charge and spin in kJ/mol: 0.0
Highest occupied orbital energy in eV: -8.6
HOMO-LUMO gap in eV: 8.85
Energy in a.u.: -983.7041
Charge: 0
Max |F| in Eh/bohr: 0.0962

***

Density functional theory data (wB97M-V/def2-TZVPD) for one molecule with the formula C6H9F2NOS in a non-equilibrium geometry.

The geometry in XYZ format:
```
20
Properties=species:S:1:pos:R:3
C -0.11 -0.07 -1.41
C -1.04 0.88 0.48
C 0.35 0.35 0.74
C -1.36 2.33 0.69
C 0.53 -0.52 2.01
C 1.26 -2.28 -2.40
N -1.12 0.62 -1.13
O 0.74 -0.40 -0.35
F -2.03 0.20 1.13
F 1.23 1.45 0.73
S 0.30 -0.76 -2.92
H -1.37 2.48 1.74
H -2.30 2.51 0.22
H -0.70 3.05 0.22
H 1.50 -0.83 2.26
H -0.26 -1.35 1.93
H 0.28 -0.15 2.95
H 1.54 -2.09 -1.25
H 1.98 -2.29 -3.17
H 0.56 -3.16 -2.46
```

Results
2S+1: 3
ΔE to the lowest compared entry with this formula, charge and spin in kJ/mol: 20.2
Highest occupied orbital energy (spin up / spin down) in eV: -4.8 / -9.9
HOMO-LUMO gap (spin up / spin down) in eV: 5.49 / 6.93
Energy in a.u.: -961.7292
Charge: 0
Max |F| in Eh/bohr: 0.1796
<S²>: 2.007